A 6-piece molecular cluster, C11H33F3N2O10S overall at a distorted geometry. Source: the Open Molecules 2025 dataset; level of theory: ωB97M-V/def2-TZVPD.

Its net charge is -1. The expectation value of S² is 0.751. Its spin multiplicity is 2. The HOMO energy (spin up / spin down) comes out at 0.0 / -7.6 eV. As for the frontier orbital gap (spin up / spin down): 2.6 / 10.1 eV. The calculation puts the total energy at -1998.50509 Eh.

Geometry (Å):
N (17.081, -2.017, -12.776)
H (17.380, -1.748, -13.703)
H (16.133, -1.691, -12.651)
H (17.638, -1.406, -12.196)
H (17.209, -2.961, -12.440)
C (12.294, -0.028, -11.617)
F (12.603, 0.589, -12.875)
F (12.561, 0.946, -10.724)
F (10.994, -0.396, -11.516)
S (13.476, -1.589, -11.335)
O (13.098, -2.731, -12.230)
O (14.809, -0.966, -11.727)
O (13.158, -1.831, -9.951)
C (18.858, -0.431, -9.861)
C (19.808, -1.716, -9.744)
O (19.081, -2.777, -10.314)
O (18.696, -0.021, -11.221)
H (19.188, 0.332, -9.156)
H (17.859, -0.595, -9.458)
H (20.086, -1.896, -8.705)
H (20.730, -1.600, -10.314)
H (19.703, -3.457, -10.586)
H (19.539, -0.119, -11.669)
C (16.052, -5.461, -12.529)
C (17.182, -5.441, -13.585)
O (17.085, -6.670, -14.210)
O (16.501, -4.625, -11.457)
H (15.915, -6.464, -12.124)
H (15.072, -5.066, -12.796)
H (18.141, -5.219, -13.117)
H (17.132, -4.618, -14.298)
H (17.952, -7.049, -14.371)
H (17.001, -5.166, -10.841)
C (13.660, -2.991, -15.701)
C (12.216, -3.244, -15.297)
O (12.005, -4.168, -14.162)
O (14.245, -2.142, -14.681)
H (13.656, -2.612, -16.723)
H (14.044, -4.011, -15.683)
H (11.668, -3.743, -16.096)
H (11.701, -2.296, -15.142)
H (12.437, -3.809, -13.383)
H (13.749, -2.326, -13.880)
C (18.141, -0.489, -17.261)
C (18.185, -1.493, -16.115)
C (19.633, -1.766, -15.560)
O (19.496, -2.930, -14.735)
C (20.740, -3.207, -14.200)
N (17.266, -0.906, -15.096)
H (17.176, -0.485, -17.767)
H (18.870, -0.830, -17.996)
H (18.432, 0.498, -16.900)
H (17.717, -2.436, -16.399)
H (20.236, -0.956, -15.149)
H (20.196, -2.029, -16.455)
H (20.578, -3.948, -13.417)
H (21.248, -2.318, -13.826)
H (21.390, -3.592, -14.985)
H (16.364, -1.302, -15.317)
H (17.232, 0.103, -15.085)

Results of the Mulliken charge analysis, in e, for atoms 1 through 5: N 0.7745; H 0.1866; H 0.3783; H 0.3206; H -0.0770



C11H33N10O8S2 as an isolated structure at a distorted geometry. Source: the Open Molecules 2025 dataset; level of theory: ωB97M-V/def2-TZVPD.

Its net charge is -1. The HOMO energy comes out at -5.6 eV. As for the frontier orbital gap: 7.5 eV. The calculation puts the total energy at -2385.00072 Eh.

Geometry (Å):
C (1.007, 4.417, -1.814)
C (1.737, 3.764, -2.996)
C (1.185, 2.408, -3.472)
C (0.596, 1.547, -2.371)
C (0.215, 0.160, -2.900)
S (0.221, -1.098, -1.615)
O (1.225, -2.048, -2.004)
O (-1.123, -1.607, -1.579)
N (0.517, -0.335, -0.243)
S (1.826, -0.824, 0.524)
O (3.071, -0.460, -0.116)
O (1.801, -2.202, 0.947)
C (1.685, 0.132, 2.008)
C (2.525, -0.518, 3.123)
N (1.700, -1.235, 4.118)
H (0.007, 4.039, -1.662)
H (0.918, 5.481, -1.999)
H (1.578, 4.303, -0.902)
H (2.765, 3.592, -2.709)
H (1.740, 4.451, -3.835)
H (0.513, 2.514, -4.317)
H (2.033, 1.848, -3.858)
H (1.333, 1.458, -1.587)
H (-0.304, 1.988, -1.968)
H (0.898, -0.121, -3.688)
H (-0.798, 0.221, -3.267)
H (2.054, 1.133, 1.840)
H (0.655, 0.147, 2.326)
H (3.046, 0.272, 3.642)
H (3.198, -1.253, 2.706)
H (1.134, -1.908, 3.606)
H (1.046, -0.562, 4.508)
C (5.834, -2.673, -2.059)
O (6.854, -2.173, -2.528)
N (5.562, -4.014, -2.209)
N (4.904, -1.978, -1.371)
H (4.735, -4.448, -1.846)
H (6.226, -4.564, -2.716)
H (5.037, -0.994, -1.244)
H (4.067, -2.388, -0.992)
C (-4.602, -1.310, 0.095)
O (-4.160, -0.259, 0.527)
N (-3.964, -2.068, -0.843)
N (-5.808, -1.815, 0.523)
H (-4.352, -2.923, -1.192)
H (-3.067, -1.768, -1.206)
H (-6.316, -1.297, 1.213)
H (-6.200, -2.674, 0.191)
C (3.856, 3.446, 4.322)
O (3.342, 2.349, 4.233)
N (3.239, 4.497, 4.948)
N (5.092, 3.716, 3.798)
H (3.642, 5.411, 5.030)
H (2.331, 4.327, 5.337)
H (5.562, 2.965, 3.327)
H (5.535, 4.612, 3.854)
C (-9.318, -2.866, 0.415)
O (-8.485, -2.647, 1.274)
N (-9.731, -1.901, -0.463)
N (-9.900, -4.096, 0.255)
H (-10.410, -2.057, -1.182)
H (-9.310, -0.994, -0.375)
H (-9.613, -4.822, 0.884)
H (-10.584, -4.300, -0.448)

Results of the Mulliken charge analysis, in e, for atoms 1 through 5: C -1.0975; C -0.5579; C -0.8851; C 0.1855; C -1.1841